{
  "formula": "CH3NOS2",
  "method": "ωB97M-V/def2-TZVPD",
  "max_force_ev_per_a": 3.76,
  "homo_ev": [-9.15, -9.29],
  "e_tot_ha": -966.1630,
  "charge": 0,
  "de_lowest_kj_mol": 225.3,
  "symbols": ["C", "N", "O", "S", "S", "H", "H", "H"],
  "coordinates": [[-0.030, -0.383, 1.552], [-0.010, 0.296, -1.290], [-0.535, 0.680, 1.469], [0.746, -1.252, 0.300], [-0.107, 0.389, -2.888], [0.290, -0.842, 2.600], [-0.776, -0.090, -0.805], [0.422, 1.203, -0.938]],
  "forces_ev_per_angstrom": [[2.529, -1.493, 2.355], [1.336, 2.953, 0.599], [-1.646, 1.883, -0.177], [0.848, -1.427, -0.407], [0.043, -0.600, -1.851], [-0.980, 0.413, -1.519], [-1.176, 0.293, 0.574], [-0.953, -2.023, 0.426]]
}